No. 1
{"formula": "C30H38I2N4OSi2Ti", "method": "ωB97M-V/def2-TZVPD", "species": ["Ti", "I", "C", "C", "C", "I", "C", "O", "C", "C", "N", "C", "C", "C", "C", "C", "C", "N", "C", "H", "H", "H", "H", "H", "H", "H", "H", "H", "H", "H", "C", "Si", "C", "C", "C", "C", "C", "C", "C", "C", "N", "Si", "C", "C", "C", "H", "H", "H", "H", "H", "H", "H", "H", "H", "H", "H", "H", "H", "H", "H", "H", "H", "H", "H", "H", "H", "H", "C", "C", "C", "N", "C", "C", "H", "H", "H", "H", "H"], "positions_angstrom": [[0.3125, 0.3867, -0.0141], [3.1484, 4.4364, 6.0915], [2.2367, 3.2522, 4.6545], [1.9254, 1.9327, 4.9418], [1.3144, 1.1443, 3.9722], [0.9349, -0.8447, 4.4086], [0.9861, 1.6693, 2.7227], [0.3749, 0.9529, 1.7981], [1.3384, 2.9957, 2.4358], [1.0447, 3.5435, 1.0697], [1.4998, 2.6512, -0.0009], [2.9061, 2.3431, -0.0330], [3.1122, 1.1348, -0.9090], [4.4021, 0.7290, -1.2448], [4.5767, -0.3659, -2.0625], [3.4560, -1.0125, -2.5603], [2.2155, -0.5521, -2.1706], [2.0307, 0.4732, -1.3293], [1.9595, 3.7758, 3.3991], [2.1598, 1.5094, 5.9082], [1.4960, 4.5395, 0.9819], [-0.0346, 3.6554, 0.9305], [1.1824, 3.0205, -0.8917], [3.2470, 2.1237, 0.9847], [3.5521, 3.1518, -0.4053], [5.2429, 1.2909, -0.8600], [5.5718, -0.7059, -2.3196], [3.5202, -1.8585, -3.2290], [1.3232, -1.0338, -2.5395], [2.2262, 4.7985, 3.1618], [-2.6847, -3.2937, -2.2407], [-1.9880, -1.5643, -1.9118], [-3.3888, -0.3390, -1.9571], [-0.9385, -1.2236, -3.4303], [-1.0009, -1.4165, -0.3313], [0.2539, -2.1892, -0.2414], [0.5716, -3.4197, -0.8589], [1.7835, -4.0142, -0.6062], [2.7122, -3.3913, 0.2350], [2.3799, -2.1622, 0.7486], [1.2018, -1.5756, 0.5030], [-2.0784, -1.8491, 1.1789], [-3.7978, -2.4624, 0.7449], [-2.4483, -0.4929, 2.4090], [-1.2603, -3.2854, 2.0542], [-2.5665, -3.5280, -3.3027], [-3.7501, -3.3324, -2.0117], [-2.2100, -4.0917, -1.6681], [-4.2376, -0.7669, -2.4973], [-3.0789, 0.5773, -2.4646], [-3.7335, -0.0387, -0.9670], [-1.6065, -1.3673, -4.2864], [-0.1047, -1.9170, -3.5665], [-0.5741, -0.1948, -3.4793], [-0.1615, -3.9068, -1.4870], [2.0122, -4.9775, -1.0464], [3.6657, -3.8422, 0.4702], [3.0592, -1.6016, 1.3826], [-4.3521, -1.8177, 0.0614], [-4.3520, -2.4817, 1.6890], [-3.8009, -3.4749, 0.3424], [-3.3572, 0.0391, 2.1133], [-1.6537, 0.2276, 2.5763], [-2.6567, -0.9877, 3.3632], [-1.2241, -4.1656, 1.4073], [-1.8445, -3.5412, 2.9431], [-0.2418, -3.0606, 2.3715], [-2.7178, 3.7801, -1.7484], [-1.6302, 3.3514, -2.5218], [-0.8129, 2.3441, -2.0854], [-0.9849, 1.6802, -0.8744], [-2.0656, 2.1225, -0.1176], [-2.9015, 3.1224, -0.5092], [-3.3755, 4.5691, -2.0796], [-1.4185, 3.7977, -3.4861], [0.0135, 1.9964, -2.6968], [-2.2052, 1.6295, 0.8346], [-3.7115, 3.3990, 0.1543]], "energy_ha": -3484.20344, "spin_multiplicity": 3, "homo_lumo_gap_ev": [4.7, 7.8], "s2": 2.02}

No. 2
{"formula": "C22H19Br2CsN5O5S", "method": "ωB97M-V/def2-TZVPD", "species": ["Cs", "O", "N", "N", "O", "C", "C", "C", "C", "C", "C", "H", "H", "H", "H", "H", "O", "C", "C", "C", "N", "C", "Br", "C", "H", "H", "H", "H", "Br", "C", "C", "C", "C", "C", "C", "C", "O", "O", "H", "H", "H", "H", "C", "N", "C", "C", "N", "C", "S", "H", "H", "H", "H", "H", "H"], "positions_angstrom": [[0.0581, 0.7406, 0.4662], [2.4548, 0.6216, -0.0001], [3.2937, 1.0272, 0.8664], [2.7809, 1.7300, 1.8034], [1.5263, 2.0509, 1.9060], [3.7013, 2.2357, 2.8053], [3.1654, 3.0361, 3.7980], [3.9983, 3.5431, 4.7881], [5.3544, 3.2511, 4.7873], [5.8753, 2.4385, 3.7867], [5.0559, 1.9237, 2.7956], [2.1018, 3.2300, 3.7870], [3.5750, 4.1639, 5.5687], [6.0008, 3.6464, 5.5623], [6.9313, 2.1972, 3.7791], [5.4520, 1.2890, 2.0176], [-6.9596, -0.8827, -0.9067], [-5.6109, -1.0729, -0.9294], [-4.7590, -0.5230, 0.0138], [-3.4031, -0.7735, -0.0931], [-2.8720, -1.5272, -1.0723], [-3.7149, -2.0278, -1.9460], [-2.9599, -3.0992, -3.3351], [-5.0884, -1.8525, -1.9468], [-7.1762, -0.3135, -0.1597], [-5.1301, 0.1006, 0.8200], [-2.7201, -0.3461, 0.6335], [-5.7244, -2.2955, -2.6984], [-2.2957, -0.3201, 5.6174], [-1.5699, 1.3781, 5.1609], [-1.2644, 2.2102, 6.2317], [-0.7655, 3.4821, 6.0008], [-0.5958, 3.9275, 4.6969], [-0.9204, 3.0929, 3.6396], [-1.3944, 1.7957, 3.8420], [-1.6590, 0.9361, 2.5985], [-2.1174, 1.5452, 1.6019], [-1.3239, -0.2629, 2.6459], [-1.4220, 1.8559, 7.2418], [-0.5201, 4.1234, 6.8395], [-0.2147, 4.9237, 4.5052], [-0.8061, 3.4268, 2.6165], [2.5052, -1.7544, -5.6005], [3.0094, -1.4550, -4.2789], [4.0563, -2.1038, -3.6335], [4.1802, -1.5274, -2.4247], [3.2208, -0.5377, -2.3437], [2.4720, -0.4922, -3.4715], [1.1694, 0.5083, -3.8353], [3.2584, -2.3256, -6.1410], [2.2935, -0.8241, -6.1218], [1.5787, -2.3261, -5.5446], [4.6055, -2.9083, -4.0908], [4.8649, -1.7285, -1.6187], [2.9937, -0.0097, -1.4818]], "energy_ha": -7066.09703, "homo_lumo_gap_ev": 7.3, "total_charge": -1}

No. 3
{"formula": "C30H38N4O2SSi", "method": "ωB97M-V/def2-TZVPD", "species": ["C", "Si", "C", "C", "C", "C", "C", "C", "C", "C", "C", "C", "C", "C", "C", "C", "O", "C", "N", "C", "S", "C", "C", "C", "C", "C", "C", "N", "C", "C", "C", "C", "C", "C", "H", "H", "H", "H", "H", "H", "H", "H", "H", "H", "H", "H", "H", "H", "H", "H", "H", "H", "H", "H", "H", "H", "H", "H", "H", "H", "H", "H", "H", "H", "H", "H", "H", "H", "N", "C", "N", "O", "H", "H", "H", "H"], "positions_angstrom": [[3.9622, -0.7739, 2.5786], [5.5015, -0.4616, 1.5028], [7.0713, -0.8396, 2.5161], [5.6373, 1.3969, 0.9919], [4.3850, 1.7955, 0.0823], [3.0423, 1.9908, 0.9046], [2.1796, 3.1541, 0.2690], [0.9853, 2.5908, -0.6404], [-0.3487, 2.4517, 0.2216], [-1.3940, 3.4986, -0.3735], [-2.6632, 3.5096, 0.5850], [-3.6957, 2.4104, 0.1214], [-3.4062, 1.0207, 0.5289], [-4.3278, -0.0474, 0.1514], [-5.5356, 0.3136, -0.6392], [-5.7874, 1.6881, -1.0652], [-6.9775, 1.9052, -1.8535], [-6.6427, 1.4262, -3.0967], [-6.4694, 0.7343, -3.9989], [-4.8739, 2.7754, -0.6985], [-6.6538, -1.0932, -1.0147], [-6.5557, -2.0320, 0.5630], [-7.7051, -2.6722, 1.2032], [-7.4468, -3.3498, 2.4907], [-6.1142, -3.4157, 3.1115], [-4.9692, -2.7813, 2.4494], [-5.2009, -2.0715, 1.1741], [-4.0485, -1.4218, 0.5506], [5.4550, -1.4225, -0.1652], [4.1800, -1.8243, -0.8217], [4.2557, -2.5338, -2.1062], [5.5739, -2.8407, -2.6795], [6.8305, -2.4689, -2.0321], [6.7777, -1.7397, -0.7546], [3.7533, 0.1915, 3.1370], [3.0247, -1.0005, 2.0047], [4.1128, -1.5528, 3.3819], [7.2489, -1.9281, 2.7206], [7.9486, -0.3565, 1.9866], [6.9803, -0.2858, 3.5015], [5.7634, 2.0730, 1.8782], [6.5323, 1.4277, 0.2965], [4.6253, 2.7424, -0.4729], [4.1983, 0.9926, -0.6858], [2.4412, 1.0422, 0.9777], [3.3518, 2.3508, 1.9336], [2.7754, 3.8307, -0.4137], [1.7268, 3.8216, 1.0503], [1.2480, 1.6108, -1.1158], [0.8082, 3.3480, -1.4479], [-0.1721, 2.6177, 1.3159], [-0.7398, 1.4069, 0.0369], [-1.6645, 3.2211, -1.4332], [-0.9548, 4.5361, -0.3343], [-2.3724, 3.2360, 1.6408], [-3.2272, 4.4891, 0.5687], [-2.5044, 0.7354, 1.1217], [-5.0591, 3.8370, -1.0089], [-8.7152, -2.6084, 0.7432], [-8.2924, -3.8289, 3.0434], [-5.9318, -3.9464, 4.0786], [-3.9387, -2.7753, 2.8693], [-3.9087, -1.9307, -0.3364], [3.2106, -1.5850, -0.3269], [3.3030, -2.8310, -2.6035], [5.6005, -3.3735, -3.6612], [7.8362, -2.7018, -2.4506], [7.7068, -1.4163, -0.2154], [-2.1048, -1.6869, -1.7563], [-1.2712, -1.3008, -2.7629], [-0.9886, -2.2708, -3.6760], [-0.8139, -0.1737, -2.8386], [-2.4916, -2.6089, -1.6740], [-2.3348, -0.9949, -1.0637], [-0.3766, -2.0222, -4.4336], [-1.3545, -3.2035, -3.6316]], "energy_ha": -2223.00468, "homo_lumo_gap_ev": 8.9}

No. 4
{"formula": "C5H11N3O", "method": "ωB97M-V/def2-TZVPD", "species": ["C", "C", "C", "C", "C", "N", "N", "N", "O", "H", "H", "H", "H", "H", "H", "H", "H", "H", "H", "H"], "positions_angstrom": [[0.9099, 0.2697, -0.3537], [0.1156, -0.7368, 0.5364], [-1.3429, -0.5736, 0.1325], [2.3352, 0.3317, -0.1409], [0.1993, -0.5388, 2.0547], [0.2405, 1.0634, -1.0105], [-1.0531, 1.0138, -0.8896], [-1.9019, 1.2920, -2.0229], [-1.9446, -1.5050, -0.5827], [0.1722, -1.7870, 0.3043], [-2.0628, -0.1223, 0.7376], [2.7437, 1.3123, -0.3997], [3.0260, -0.3377, -0.6839], [2.4579, 0.1675, 0.9662], [1.2215, -0.7883, 2.4017], [-0.5456, -1.1366, 2.5639], [-0.0892, 0.5531, 2.3129], [-2.0396, 2.3269, -2.0012], [-1.2469, 1.0488, -2.8162], [-1.1955, -1.8531, -1.1089]], "energy_ha": -436.48509, "homo_lumo_gap_ev": 8.3}

No. 5
{"formula": "C14H11N3OS", "method": "ωB97M-V/def2-TZVPD", "species": ["C", "C", "C", "S", "C", "N", "N", "C", "N", "C", "O", "C", "C", "C", "C", "C", "C", "C", "C", "H", "H", "H", "H", "H", "H", "H", "H", "H", "H", "H"], "positions_angstrom": [[5.5501, -1.9509, 3.3691], [5.8481, -0.9566, 2.7305], [6.2133, 0.2287, 1.9569], [4.6746, 1.2934, 1.7866], [3.7650, 0.3628, 0.5577], [4.3641, -0.5122, -0.2052], [3.4807, -0.9857, -1.1345], [2.3141, -0.4988, -0.8526], [2.3896, 0.3771, 0.2190], [1.3456, 1.0418, 0.8239], [1.5043, 1.8847, 1.6992], [-0.0292, 0.7636, 0.4042], [-1.0317, 1.7161, 0.5323], [-2.4236, 1.5259, 0.0758], [-3.4252, 2.2953, 0.7027], [-4.7603, 2.0312, 0.3926], [-5.0879, 1.0068, -0.4903], [-4.1101, 0.3141, -1.1736], [-2.7591, 0.5738, -0.8821], [5.2467, -2.8587, 3.9113], [6.9792, 0.7693, 2.5006], [6.6235, -0.0821, 0.9829], [1.4234, -0.6955, -1.4493], [-0.2729, -0.1848, -0.0572], [-0.7960, 2.6289, 1.0676], [-3.1503, 3.0095, 1.4721], [-5.5700, 2.5530, 0.8933], [-6.1122, 0.7199, -0.6507], [-4.3201, -0.4653, -1.9088], [-1.9983, -0.0300, -1.3986]], "energy_ha": -1177.67217, "homo_lumo_gap_ev": 8.2}